[1]
Formula: C23H34InNSe2Si
Source: the Open Molecules 2025 dataset
Level of theory: wB97M-V/def2-TZVPD

Output
Highest occupied orbital energy = -13.47 eV
LUMO level = -6.0981 eV

```
! wB97M-V def2-TZVPD RIJCOSX def2/J DEFGRID3
* xyz 2 1
In 0.186 1.834 -0.417
C 1.051 3.462 2.718
Se -0.628 2.783 1.936
C -1.389 4.456 1.193
C -0.627 5.067 0.031
Se -0.747 3.933 -1.552
C 0.910 4.498 -2.451
H 1.734 2.615 2.805
H 0.787 3.909 3.725
H 1.439 4.248 2.116
H -1.457 5.081 2.057
H -2.443 4.291 0.923
H 0.428 5.256 0.268
H -1.083 5.969 -0.390
H 1.823 4.422 -1.812
H 0.722 5.521 -2.794
H 0.912 3.840 -3.298
C 2.011 0.721 -0.549
Si 1.457 -0.953 -0.082
C -0.271 -1.046 -1.097
N -1.222 0.094 -0.801
C -2.046 -0.184 0.393
C -3.547 -0.301 0.002
C -3.686 -1.262 -1.220
C -2.983 -0.735 -2.418
C -2.071 0.437 -2.007
C 2.436 -2.404 -0.872
C 2.390 -2.771 -2.204
C 2.911 -3.997 -2.702
C 3.542 -4.808 -1.802
C 3.679 -4.456 -0.459
C 3.127 -3.235 -0.001
C 0.997 -1.423 1.645
C 0.646 -0.491 2.635
C -0.072 -0.839 3.769
C -0.340 -2.173 3.965
C 0.074 -3.183 3.057
C 0.702 -2.807 1.898
H 2.313 0.679 -1.580
H 2.796 1.274 0.011
H -0.828 -1.983 -0.818
H -0.054 -0.990 -2.164
H -1.938 0.570 1.202
H -1.744 -1.147 0.840
H -3.988 0.674 -0.287
H -4.187 -0.660 0.820
H -4.742 -1.458 -1.429
H -3.294 -2.285 -0.992
H -3.740 -0.391 -3.136
H -2.317 -1.452 -2.850
H -2.721 1.269 -1.734
H -1.431 0.773 -2.878
H 1.884 -2.115 -2.913
H 2.714 -4.301 -3.724
H 3.913 -5.778 -2.175
H 4.147 -5.150 0.223
H 3.192 -3.059 1.077
H 1.026 0.532 2.504
H -0.330 -0.088 4.567
H -0.782 -2.517 4.883
H -0.134 -4.186 3.208
H 0.889 -3.576 1.138
*
```



[2]
Formula: C23H34N2O3
Source: the Open Molecules 2025 dataset
Level of theory: wB97M-V/def2-TZVPD

Output
Highest occupied orbital energy = -8.63 eV
LUMO level = 0.6307 eV

```
! wB97M-V def2-TZVPD RIJCOSX def2/J DEFGRID3
* xyz 0 1
C 3.405 -5.008 -6.110
O 3.393 -4.488 -4.808
C 3.603 -3.094 -4.769
C 3.554 -2.625 -3.318
C 2.162 -2.820 -2.722
C 2.100 -2.558 -1.215
C 2.321 -1.084 -0.870
C 2.182 -0.856 0.634
N 0.877 -1.295 1.093
C 0.015 -0.385 1.591
O 0.348 0.776 1.756
C -1.395 -0.863 1.955
C -2.219 -1.110 0.682
C -3.696 -0.823 0.947
C -3.836 0.660 1.232
O -4.636 1.380 0.666
N -2.943 1.103 2.141
C -2.862 2.517 2.435
C -1.810 3.214 1.558
C -1.647 4.642 1.985
C -0.624 5.010 2.849
C -0.497 6.321 3.274
C -1.396 7.280 2.842
C -2.421 6.923 1.982
C -2.545 5.612 1.558
C -2.092 0.182 2.854
C 0.661 -2.700 0.844
C 0.741 -2.991 -0.656
H 3.236 -6.080 -6.020
H 4.369 -4.830 -6.603
H 2.611 -4.564 -6.724
H 4.582 -2.851 -5.212
H 2.828 -2.580 -5.360
H 3.846 -1.575 -3.286
H 4.279 -3.207 -2.747
H 1.862 -3.852 -2.914
H 1.454 -2.164 -3.233
H 2.880 -3.153 -0.727
H 3.314 -0.763 -1.183
H 1.583 -0.473 -1.393
H 2.280 0.203 0.877
H 2.953 -1.420 1.172
H -1.315 -1.786 2.538
H -2.097 -2.136 0.331
H -1.875 -0.441 -0.111
H -4.307 -1.069 0.079
H -4.051 -1.407 1.800
H -3.847 2.949 2.239
H -2.620 2.651 3.493
H -0.864 2.677 1.647
H -2.145 3.163 0.520
H 0.082 4.262 3.184
H 0.306 6.595 3.944
H -1.298 8.304 3.173
H -3.124 7.669 1.640
H -3.344 5.335 0.886
H -2.688 -0.348 3.610
H -1.325 0.764 3.367
H -0.296 -3.028 1.244
H 1.453 -3.260 1.359
H 0.587 -4.058 -0.825
H -0.051 -2.446 -1.173
*
```



[3]
Formula: C23H34N2OP
Source: the Open Molecules 2025 dataset
Level of theory: wB97M-V/def2-TZVPD

Output
Highest occupied orbital energy = -10.68 eV
LUMO level = -4.4316 eV

```
! wB97M-V def2-TZVPD RIJCOSX def2/J DEFGRID3
* xyz 1 1
C 1.357 0.292 -2.751
O -0.041 0.542 -2.580
C -0.822 -0.534 -2.127
C -2.261 -0.401 -2.581
C -3.039 -1.561 -2.648
C -4.405 -1.451 -2.889
C -4.973 -0.170 -3.049
C -6.466 -0.053 -3.199
C -4.163 0.988 -3.057
C -2.796 0.870 -2.808
H 1.842 1.265 -2.893
H 1.833 -0.232 -1.904
H 1.488 -0.331 -3.645
H -0.417 -1.521 -2.414
H -2.547 -2.525 -2.531
H -5.028 -2.351 -2.975
H -6.769 0.992 -3.316
H -6.841 -0.614 -4.065
H -6.982 -0.454 -2.315
H -4.605 1.968 -3.284
H -2.143 1.745 -2.837
C 2.821 -3.043 0.079
C 2.164 -2.518 1.344
C 0.943 -3.375 1.655
C 3.125 -2.573 2.515
N 1.701 -1.121 1.160
P 0.221 -0.670 1.776
H -0.863 -0.448 -1.057
N 0.521 0.942 1.460
C -0.410 1.976 1.972
C 0.175 2.599 3.226
C -1.724 1.290 2.324
C -0.675 3.032 0.911
C 1.881 1.191 1.174
C 2.578 -0.022 1.006
C 3.958 -0.033 0.823
C 4.649 1.195 0.828
C 3.956 2.404 1.000
C 2.556 2.409 1.162
H 3.704 -2.469 -0.212
H 3.130 -4.084 0.247
H 2.117 -3.035 -0.762
H 0.441 -3.037 2.572
H 0.218 -3.382 0.834
H 1.272 -4.404 1.830
H 2.674 -2.122 3.406
H 3.338 -3.622 2.737
H 4.075 -2.071 2.306
H 1.055 3.214 3.023
H -0.586 3.238 3.681
H 0.443 1.823 3.952
H -2.207 0.843 1.448
H -1.577 0.517 3.090
H -2.404 2.036 2.746
H -1.107 2.582 0.008
H -1.394 3.761 1.309
H 0.230 3.569 0.618
H 4.502 -0.960 0.700
H 5.741 1.205 0.685
H 4.506 3.357 0.994
H 2.032 3.344 1.299
*
```



[4]
Formula: C23H34N5S2V
Source: the Open Molecules 2025 dataset
Level of theory: wB97M-V/def2-TZVPD

Output
Highest occupied orbital energy (alpha / beta) = -9.11 / -10.04 eV
⟨S²⟩ = 3.776
LUMO level (alpha / beta) = -2.5177 / -2.6956 eV

```
! wB97M-V def2-TZVPD RIJCOSX def2/J DEFGRID3
* xyz 1 4
V -0.132 0.159 -0.459
C -0.729 -1.421 -2.904
C -1.231 -2.156 -1.696
C -1.940 -3.369 -1.786
C -2.360 -3.990 -0.651
C -2.090 -3.423 0.615
C -2.494 -4.023 1.827
C -2.192 -3.409 3.007
C -1.487 -2.184 3.036
C -1.077 -1.558 1.882
S -0.203 -0.024 1.864
C -1.388 -2.205 0.650
N -0.973 -1.591 -0.522
H -1.086 -1.869 -3.829
H 0.361 -1.417 -2.935
H -1.078 -0.381 -2.902
H -2.140 -3.792 -2.762
H -2.907 -4.927 -0.708
H -3.037 -4.961 1.804
H -2.496 -3.867 3.941
H -1.258 -1.717 3.987
C -5.523 3.913 0.386
C -5.959 2.549 -0.157
C -4.834 1.696 -0.749
C -3.925 1.020 0.263
N -3.092 1.935 1.053
C -1.962 2.516 0.678
S -1.258 2.219 -0.885
N -1.418 3.373 1.533
C -0.164 4.117 1.356
C -0.343 5.442 0.631
C -1.391 6.359 1.255
C -1.084 6.749 2.701
H -6.387 4.546 0.592
H -4.892 4.438 -0.338
H -4.959 3.838 1.320
H -6.703 2.712 -0.939
H -6.473 1.982 0.627
H -4.221 2.302 -1.424
H -5.268 0.897 -1.358
H -3.269 0.312 -0.229
H -4.516 0.460 0.989
H -3.438 2.175 1.968
H -1.902 3.515 2.405
H 0.530 3.480 0.823
H 0.242 4.266 2.356
H -0.596 5.238 -0.413
H 0.630 5.945 0.629
H -2.375 5.880 1.197
H -1.468 7.260 0.644
H -1.093 5.888 3.378
H -1.817 7.462 3.083
H -0.097 7.214 2.782
C 2.448 -2.410 0.356
C 2.716 -1.160 -0.400
N 1.815 -0.267 -0.761
C 2.499 0.757 -1.428
C 3.816 0.459 -1.471
N 3.929 -0.754 -0.817
H 1.425 -2.390 0.724
H 3.115 -2.496 1.216
H 2.584 -3.289 -0.277
H 1.989 1.623 -1.817
H 4.662 0.984 -1.882
H 4.787 -1.253 -0.651
*
```



[5]
Formula: C23H34NO2P2TeTm
Source: the Open Molecules 2025 dataset
Level of theory: wB97M-V/def2-TZVPD

Output
Highest occupied orbital energy (alpha / beta) = -6.97 / -6.97 eV
⟨S²⟩ = 2.002
LUMO level (alpha / beta) = 0.0401 / 0.1091 eV

```
! wB97M-V def2-TZVPD RIJCOSX def2/J DEFGRID3
* xyz 0 3
C -0.780 3.845 -1.782
C -0.820 2.520 -1.356
N 0.045 2.022 -0.404
C 0.873 2.891 0.190
C 0.896 4.241 -0.133
C 0.070 4.713 -1.142
C -1.866 1.622 -1.873
P -2.424 0.126 -1.069
Tm -0.178 -0.171 0.419
P 2.280 0.606 1.225
C 1.791 2.374 1.306
C -0.043 -2.554 0.468
C -1.071 -3.195 1.123
C -1.061 -4.614 1.250
C 0.010 -5.350 0.704
C 1.053 -4.674 0.044
C 1.012 -3.253 -0.055
O -0.962 0.674 -4.364
O 0.425 -1.430 -3.406
H -1.473 4.169 -2.580
H 1.589 4.878 0.395
H 0.080 5.748 -1.417
C -4.027 0.747 -0.428
C -2.985 -1.076 -2.332
H 2.727 2.941 1.286
H 1.324 2.553 2.282
H -1.106 1.040 -3.458
H -2.654 2.112 -2.535
C 2.839 0.190 2.885
C 3.796 0.683 0.249
H -1.912 -2.639 1.559
H -1.864 -5.138 1.759
H 0.022 -6.446 0.781
H 1.879 -5.246 -0.379
H 1.844 -2.738 -0.548
H 0.605 -0.883 -1.822
H -0.124 -2.252 -3.340
H -0.224 -0.739 -3.599
H -0.191 1.269 -4.584
H 0.955 -0.629 -1.221
H -4.703 0.963 -1.271
H -4.447 -0.030 0.210
H -3.858 1.651 0.164
H -3.807 -0.657 -2.933
H -2.176 -1.403 -3.006
H -3.349 -1.963 -1.780
H 4.580 1.187 0.817
H 4.126 -0.332 0.000
H 3.625 1.220 -0.689
H 3.748 0.757 3.119
H 2.061 0.391 3.626
H 3.057 -0.884 2.911
Te -1.594 0.644 2.672
C -0.589 0.014 4.416
C -0.383 0.965 5.452
C 0.186 0.530 6.657
C 0.545 -0.810 6.854
C 0.339 -1.730 5.819
C -0.229 -1.349 4.595
H -0.678 1.986 5.279
H 0.346 1.262 7.463
H 0.970 -1.128 7.787
H 0.621 -2.783 5.963
H -0.408 -2.041 3.790
*
```



[6]
Formula: C23H34NO6P
Source: the Open Molecules 2025 dataset
Level of theory: wB97M-V/def2-TZVPD

Output
Highest occupied orbital energy = -7.65 eV
LUMO level = 0.6604 eV

```
! wB97M-V def2-TZVPD RIJCOSX def2/J DEFGRID3
* xyz 0 1
C -2.053 1.105 -3.229
O -2.698 0.296 -2.272
C -1.931 -0.510 -1.480
C -0.551 -0.561 -1.546
C 0.165 -1.340 -0.643
C 1.655 -1.168 -0.597
O 2.326 -2.034 0.266
P 1.986 0.658 -0.160
O 2.571 1.423 -1.269
O 2.947 0.563 1.143
C 4.333 0.828 0.969
C 5.063 -0.384 0.404
C 6.583 -0.210 0.344
C 6.988 0.891 -0.633
C 7.230 -1.533 -0.064
C 0.440 1.297 0.510
C -0.223 2.280 -0.212
C -1.530 2.605 0.069
C -2.241 1.928 1.075
N -3.572 2.178 1.295
C -4.322 2.875 0.274
C -4.323 1.274 2.137
C -1.526 1.007 1.858
C -0.217 0.694 1.575
C -0.510 -2.122 0.265
C -1.907 -2.120 0.324
O -2.408 -2.929 1.298
C -3.780 -3.245 1.359
C -2.630 -1.287 -0.532
O -4.004 -1.162 -0.393
C -4.787 -1.516 -1.517
H -1.522 0.499 -3.970
H -2.848 1.663 -3.722
H -1.354 1.800 -2.757
H 0.000 0.040 -2.251
H 2.092 -1.317 -1.592
H 2.115 -1.775 1.171
H 4.443 1.683 0.295
H 4.711 1.091 1.961
H 4.671 -0.573 -0.599
H 4.821 -1.252 1.021
H 6.941 0.059 1.345
H 6.568 0.695 -1.616
H 6.636 1.863 -0.297
H 8.071 0.935 -0.723
H 8.313 -1.438 -0.088
H 6.888 -1.828 -1.053
H 6.970 -2.323 0.637
H 0.308 2.772 -1.014
H -2.010 3.369 -0.520
H -4.248 2.374 -0.697
H -5.370 2.915 0.563
H -3.965 3.901 0.174
H -5.352 1.622 2.204
H -4.323 0.254 1.737
H -3.910 1.266 3.146
H -2.004 0.497 2.677
H 0.301 -0.035 2.180
H 0.015 -2.759 0.959
H -4.133 -3.688 0.424
H -4.391 -2.373 1.599
H -3.865 -3.982 2.157
H -5.822 -1.461 -1.183
H -4.564 -2.536 -1.848
H -4.633 -0.828 -2.350
*
```



[7]
Formula: C23H35BrCoN5
Source: the Open Molecules 2025 dataset
Level of theory: wB97M-V/def2-TZVPD

Output
Highest occupied orbital energy (alpha / beta) = -10.18 / -10.14 eV
⟨S²⟩ = 0.767
LUMO level (alpha / beta) = -2.0535 / -2.0505 eV

```
! wB97M-V def2-TZVPD RIJCOSX def2/J DEFGRID3
* xyz 1 2
Co -0.241 -0.370 0.228
C -3.026 -2.723 0.688
C -1.674 -3.465 0.751
N -0.605 -2.745 0.059
C 0.697 -3.409 0.173
C 1.821 -2.534 -0.378
N 1.750 -1.134 0.088
C 2.581 -0.851 1.268
C 2.198 -1.574 2.557
C 0.723 -1.595 2.979
N -0.145 -0.592 2.342
C -1.525 -0.735 2.852
C -2.493 0.035 1.975
N -2.252 -0.278 0.562
C -3.065 -1.369 -0.018
H -3.437 -2.619 1.694
H -3.745 -3.346 0.154
H -1.787 -4.478 0.349
H -1.362 -3.596 1.790
H -0.858 -2.705 -0.921
H 0.719 -4.377 -0.343
H 0.869 -3.626 1.227
H 1.769 -2.518 -1.463
H 2.786 -2.981 -0.118
H 2.086 -0.543 -0.666
H 2.539 0.225 1.424
H 3.627 -1.101 1.056
H 2.793 -1.104 3.343
H 2.546 -2.608 2.519
H 0.665 -1.500 4.069
H 0.279 -2.560 2.743
H 0.184 0.335 2.600
H -1.603 -0.408 3.894
H -1.764 -1.797 2.836
H -2.331 1.109 2.100
H -3.524 -0.176 2.276
H -2.465 0.554 0.016
H -2.748 -1.462 -1.058
H -4.113 -1.051 -0.034
Br -1.810 2.660 -0.013
C -0.758 2.692 -1.618
C -0.603 3.952 -2.127
C 0.022 4.144 -3.372
C 0.397 3.050 -4.089
C 0.226 1.740 -3.574
C 0.562 0.648 -4.410
C 0.379 -0.621 -3.963
C -0.029 -0.822 -2.625
C -0.316 0.175 -1.713
C -0.295 1.509 -2.264
H -1.002 4.800 -1.588
H 0.151 5.145 -3.761
H 0.822 3.157 -5.079
H 0.933 0.851 -5.407
H 0.579 -1.471 -4.604
H -0.078 -1.857 -2.325
C 1.980 4.732 0.162
C 1.620 3.929 1.417
C 1.110 2.612 1.051
N 0.704 1.615 0.654
H 2.309 5.728 0.453
H 1.116 4.825 -0.494
H 2.782 4.249 -0.392
H 0.844 4.432 1.997
H 2.483 3.798 2.072
*
```



Question: What is the formula in the sixth record?
Answer: C23H34NO6P



Question: Which formula does entry 5 have?
Answer: C23H34NO2P2TeTm